Record 1
{"formula": "C14H28O28S7", "method": "wB97M-V/def2-TZVPD", "elements": ["C", "C", "O", "S", "O", "O", "O", "H", "H", "H", "H", "C", "C", "O", "S", "O", "O", "O", "H", "H", "H", "H", "C", "C", "O", "S", "O", "O", "O", "H", "H", "H", "H", "C", "C", "O", "S", "O", "O", "O", "H", "H", "H", "H", "C", "C", "O", "S", "O", "O", "O", "H", "H", "H", "H", "C", "C", "O", "S", "O", "O", "O", "H", "H", "H", "H", "C", "C", "O", "S", "O", "O", "O", "H", "H", "H", "H"], "xyz": [[6.3976, 8.8079, 15.5594], [6.6592, 8.8323, 17.0663], [5.6172, 8.1217, 17.6326], [4.8608, 7.0953, 16.6104], [3.4319, 7.0505, 16.7864], [5.6169, 5.8217, 16.4979], [5.2757, 8.0536, 15.2937], [7.1419, 8.2584, 14.9829], [6.3640, 9.8046, 15.1194], [6.8399, 9.7528, 17.6213], [7.5304, 8.2110, 17.2738], [-0.9982, 13.1618, 21.0724], [-0.2154, 13.7716, 22.2387], [-0.4525, 12.9397, 23.3317], [-1.9151, 12.1170, 23.2316], [-2.8507, 12.6716, 24.1764], [-1.6942, 10.6641, 23.1240], [-2.1768, 12.7990, 21.7319], [-0.4876, 12.2734, 20.7008], [-1.0754, 13.8992, 20.2735], [-0.5363, 14.7994, 22.4079], [0.8394, 13.8105, 21.9665], [-2.3703, 12.0206, 17.9322], [-3.3754, 12.1172, 16.7472], [-3.5570, 13.5229, 16.4597], [-2.3236, 14.4256, 17.1854], [-2.7589, 15.1276, 18.3846], [-1.6160, 15.1468, 16.1473], [-1.5339, 13.1033, 17.7715], [-1.7650, 11.1254, 17.7899], [-2.8402, 11.9720, 18.9145], [-4.3082, 11.5964, 16.9638], [-2.9738, 11.6176, 15.8656], [-2.9794, 10.6744, 12.9512], [-3.0729, 9.4850, 12.0381], [-2.5873, 9.9412, 10.7952], [-2.8276, 11.5561, 10.5074], [-4.1620, 11.7389, 9.9785], [-1.7066, 12.1175, 9.7526], [-2.7341, 11.7926, 12.1679], [-2.2149, 10.5398, 13.7164], [-4.0051, 10.7911, 13.3012], [-4.0403, 8.9887, 11.9614], [-2.2591, 8.8484, 12.3854], [1.4997, 9.9109, 18.6908], [2.8149, 10.1747, 17.9122], [2.3799, 10.6488, 16.6640], [0.9390, 9.9979, 16.2080], [1.1093, 8.6940, 15.5267], [0.1194, 10.9852, 15.5463], [0.4146, 9.7798, 17.7524], [1.2466, 10.6446, 19.4561], [1.5225, 8.9658, 19.2334], [3.5419, 9.4260, 17.5977], [3.4463, 10.8070, 18.5365], [1.3814, 7.6458, 12.4872], [2.4360, 8.7835, 12.6651], [2.4178, 9.3363, 11.3863], [0.8193, 9.6331, 10.9748], [0.5492, 9.7504, 9.5487], [0.5179, 10.8141, 11.7573], [0.3159, 8.2307, 11.6588], [1.0835, 7.2440, 13.4557], [1.9153, 6.8719, 11.9357], [3.4325, 8.3666, 12.8112], [2.2512, 9.5934, 13.3708], [1.2571, 2.9181, 21.4479], [2.6163, 3.6029, 21.7698], [2.2027, 4.8613, 22.3330], [0.9045, 5.4961, 21.5082], [1.2905, 6.2506, 20.2983], [-0.1052, 6.0430, 22.4644], [0.4342, 3.9698, 20.9833], [0.7939, 2.5168, 22.3493], [1.1731, 2.1051, 20.7267], [3.1251, 3.8714, 20.8439], [3.3205, 3.1430, 22.4631]], "mulliken_charge": [-0.360, -0.298, -0.337, 1.017, -0.365, -0.581, -0.271, 0.325, 0.299, 0.312, 0.256, 0.007, -0.344, -0.369, 1.035, -0.505, -0.492, -0.335, 0.069, 0.244, 0.322, 0.340, -0.143, 0.064, -0.376, 1.076, -0.563, -0.522, -0.187, 0.181, 0.228, 0.358, -0.080, 0.261, -0.241, -0.327, 1.055, -0.549, -0.475, -0.301, -0.157, 0.253, 0.309, 0.155, 0.002, 0.269, -0.391, 1.065, -0.443, -0.499, -0.336, 0.034, 0.240, -0.338, 0.421, -0.272, -0.142, -0.440, 1.208, -0.548, -0.506, -0.294, 0.269, 0.349, 0.221, 0.155, -0.264, -0.233, -0.324, 1.010, -0.398, -0.535, -0.343, 0.255, 0.292, 0.237, 0.289], "de_lowest_kcal_mol": 114.39, "homo_energy_ev": -10.70, "total_charge": 0, "smiles": "O=S1(=O)OCCO1.O=S1(=O)OCCO1.O=S1(=O)OCCO1.O=S1(=O)OCCO1.O=S1(=O)OCCO1.O=S1(=O)OCCO1.O=S1(=O)OCCO1", "e_lumo_ha": -0.006, "orbital_gap_ev": 10.544, "largest_force_ha_per_bohr": 0.0906}

***

Record 2
{"formula": "H3PS2", "method": "wB97M-V/def2-TZVPD", "elements": ["P", "S", "S", "H", "H", "H"], "xyz": [[0.3684, -0.3325, 0.1894], [-1.2338, 0.9892, 0.2351], [-0.0854, -2.0003, 1.0025], [0.8350, -0.4798, -1.1241], [1.1955, 0.5695, 0.6320], [-2.1942, 0.1086, 0.7457]], "nbo_charge": [0.757, -0.319, -0.531, -0.033, -0.068, 0.195], "de_lowest_kcal_mol": 8.48, "homo_energy_ev": -9.20, "total_charge": 0, "smiles": "S=[PH2]S", "e_lumo_ha": 0.021, "orbital_gap_ev": 9.778, "largest_force_ha_per_bohr": 0.0602}

***

Record 3
{"formula": "C7H39NO11", "method": "wB97M-V/def2-TZVPD", "elements": ["C", "C", "C", "N", "C", "C", "C", "C", "H", "H", "H", "H", "H", "H", "H", "H", "H", "H", "H", "H", "H", "H", "H", "H", "H", "H", "H", "O", "H", "H", "O", "H", "H", "O", "H", "H", "O", "H", "H", "O", "H", "H", "O", "H", "H", "O", "H", "H", "O", "H", "H", "O", "H", "H", "O", "H", "H", "O"], "xyz": [[-0.4019, 0.4329, 1.5382], [-0.2240, 2.0126, 1.1235], [-0.8412, -0.3007, 0.1585], [0.1857, -1.2653, -0.0824], [0.1890, -1.6740, -1.4936], [1.3848, -0.9785, -2.2416], [-0.0745, -2.6412, 0.6591], [1.0124, -3.5928, 0.4140], [0.5907, -0.0539, 1.7094], [-1.1405, 0.2976, 2.2303], [-0.6843, 2.6598, 1.8933], [0.8513, 2.2435, 0.9584], [-0.6643, 2.2935, 0.1755], [-1.8817, -0.6638, 0.1398], [-0.8777, 0.5961, -0.5789], [-0.7341, -1.3847, -2.0524], [0.3560, -2.7593, -1.5259], [1.8892, -1.4681, -3.1539], [0.9933, -0.0984, -2.7251], [2.2251, -0.9510, -1.7822], [-0.1505, -2.2974, 1.8350], [-1.1543, -3.0165, 0.4609], [1.3925, -3.9762, 1.3211], [1.7674, -3.2318, -0.2315], [0.5773, -4.5212, -0.0166], [1.3955, -0.4495, 4.9739], [2.1676, 0.0327, 3.7365], [1.6666, 0.3194, 4.4590], [3.7701, -1.0912, 0.1045], [2.2522, -1.1765, 0.1072], [2.9732, -0.5079, 0.2032], [1.8705, 3.4914, -0.6369], [1.6314, 3.8754, 0.8258], [2.3661, 3.8217, 0.0940], [-1.3411, 1.2339, -2.2411], [-2.0457, 1.4525, -3.4241], [-2.2327, 1.1536, -2.5373], [-3.6255, 2.1593, 0.9566], [-2.4436, 1.9556, -0.2704], [-3.1922, 1.5916, 0.3163], [-3.3940, -3.4612, -0.6665], [-3.9778, -1.8760, -0.5323], [-3.5889, -2.6723, -0.1138], [-2.2594, -1.7727, 2.3483], [-3.5421, -2.2006, 1.8626], [-3.1764, -1.5284, 2.2979], [3.2338, 1.8662, -1.8904], [2.6588, 0.7652, -0.9379], [2.4228, 1.3533, -1.7234], [1.0913, 3.2163, -3.3818], [1.3781, 2.4910, -2.1716], [0.7209, 3.0769, -2.4847], [-3.9421, 0.2429, -0.8659], [-4.7917, -0.1684, 0.2788], [-4.8133, -0.1277, -0.6182], [4.4807, 1.7430, 1.0287], [3.6399, 3.0659, 0.7431], [4.0617, 2.4637, 1.4266]], "nbo_charge": [-0.398, -0.615, -0.220, -0.506, -0.242, -0.616, -0.226, -0.666, 0.216, 0.211, 0.216, 0.206, 0.172, 0.218, 0.165, 0.203, 0.191, 0.203, 0.217, 0.193, 0.184, 0.215, 0.230, 0.209, 0.223, 0.467, 0.471, -0.935, 0.476, 0.510, -0.966, 0.490, 0.496, -0.947, 0.468, 0.475, -0.936, 0.498, 0.505, -0.995, 0.487, 0.517, -1.023, 0.458, 0.475, -0.931, 0.476, 0.529, -0.999, 0.465, 0.478, -0.974, 0.502, 0.467, -0.948, 0.452, 0.496, -0.988], "de_lowest_kcal_mol": 163.82, "homo_energy_ev": -9.18, "total_charge": 0, "smiles": "CCCN(CC)CC.O.O.O.O.O.O.O.O.O.O.O", "e_lumo_ha": 0.003, "orbital_gap_ev": 9.251, "largest_force_ha_per_bohr": 0.1498}

***

Record 4
{"formula": "C4H4N2O2", "method": "wB97M-V/def2-TZVPD", "elements": ["C", "C", "C", "C", "H", "H", "H", "H", "N", "N", "O", "O"], "xyz": [[0.1757, 1.5376, -0.3116], [-0.5573, -0.3971, -0.1657], [0.1331, -1.5978, 0.2189], [0.5380, 0.3244, 0.4720], [-0.8723, 0.7584, -1.9954], [-1.6976, -0.2863, 0.2919], [-0.3998, -2.6614, 0.0414], [1.4495, 0.3092, -0.0864], [-0.3743, 0.6834, -1.1900], [0.7703, -1.4608, 1.3179], [0.1339, 2.7864, -0.3333], [0.7007, 0.0041, 1.7403]], "nbo_charge": [0.661, -0.151, -0.011, -0.025, 0.405, 0.225, 0.241, 0.197, -0.589, -0.065, -0.570, -0.318], "de_lowest_kcal_mol": 171.05, "homo_energy_ev": -9.89, "total_charge": 0, "e_lumo_ha": 0.001, "orbital_gap_ev": 9.908, "largest_force_ha_per_bohr": 0.1308}

***

Record 5
{"formula": "C4H10O2", "method": "wB97M-V/def2-TZVPD", "elements": ["C", "C", "O", "C", "C", "O", "H", "H", "H", "H", "H", "H", "H", "H", "H", "H"], "xyz": [[-0.0388, -1.8169, 0.8552], [-0.3892, -0.4015, 0.4906], [-0.0502, 0.3791, 1.8405], [0.0589, -0.1696, -1.0063], [0.0818, 1.3161, -1.2464], [0.6952, 1.8708, -0.0850], [-0.2726, -1.8909, 1.9102], [-0.6104, -2.5506, 0.2750], [1.0287, -2.0121, 0.6829], [-1.4706, -0.2340, 0.4775], [0.6219, 1.0914, 1.8965], [-0.6180, -0.6734, -1.7440], [1.0457, -0.6084, -1.2189], [-0.9370, 1.6903, -1.4287], [0.7122, 1.5409, -2.1118], [0.1425, 2.4690, 0.4126]], "nbo_charge": [-0.634, 0.126, -0.790, -0.446, -0.066, -0.745, 0.233, 0.208, 0.204, 0.172, 0.486, 0.223, 0.204, 0.169, 0.176, 0.480], "de_lowest_kcal_mol": 50.86, "homo_energy_ev": -9.87, "total_charge": 0, "smiles": "C[C@@H](O)CCO", "e_lumo_ha": 0.030, "orbital_gap_ev": 10.685, "largest_force_ha_per_bohr": 0.0324}

***

Record 6
{"formula": "C2H9NOS2", "method": "wB97M-V/def2-TZVPD", "elements": ["N", "C", "C", "S", "S", "H", "H", "H", "H", "H", "H", "H", "H", "H", "O"], "xyz": [[0.4617, -2.5919, 1.9027], [0.1551, -1.3132, 2.7665], [0.3727, -0.0455, 1.8105], [-0.8677, 0.1045, 0.5889], [-0.9426, 1.8128, -0.1115], [1.2678, -2.4834, 1.3755], [-0.1760, -2.9065, 1.3181], [-0.7894, -1.3918, 3.3353], [1.0071, -1.2663, 3.4526], [0.3999, 0.8123, 2.4552], [1.2546, -0.2028, 1.2507], [0.1859, 2.0303, -0.8455], [-0.7349, 2.1124, -7.1290], [-0.6841, 2.5231, -5.6928], [-0.9102, 2.8060, -6.4771]], "nbo_charge": [-0.839, -0.213, -0.588, 0.111, -0.104, 0.343, 0.347, 0.216, 0.202, 0.223, 0.208, 0.092, 0.469, 0.455, -0.924], "de_lowest_kcal_mol": 43.82, "homo_energy_ev": -8.60, "total_charge": 0, "smiles": "NCCSS.O", "e_lumo_ha": 0.018, "orbital_gap_ev": 9.095, "largest_force_ha_per_bohr": 0.1445}

***

Question: What is the formula in the second record?
Answer: H3PS2